(1)
# C4H8N6

The ion C4H8N6 with charge +2 at a distorted geometry (wB97M-V/def2-TZVPD, the Open Molecules 2025 dataset).

Geometry as XYZ:
```
18
Properties=species:S:1:pos:R:3:forces:R:3:lowdin_charge:R:1
C 2.931 1.056 1.776 -1.268 -1.143 -1.516 0.3061
N 1.888 0.936 1.250 2.540 -0.524 1.192 0.0589
C 0.582 0.980 0.872 0.263 0.941 0.702 -0.0447
C -0.166 0.213 -0.008 -0.566 0.722 0.974 -0.1337
N -1.420 0.580 -0.476 0.922 0.848 0.746 -0.0546
N -2.143 1.752 -0.325 0.201 0.810 1.882 0.1492
C -1.907 -0.431 -1.230 -2.784 -0.479 -1.211 -0.0872
N -1.148 -1.428 -1.269 2.544 -2.333 0.774 0.1505
N -0.125 -1.105 -0.360 0.176 -1.232 -1.281 -0.0573
N 0.955 -2.044 -0.348 -0.849 -1.175 2.498 0.3051
H 3.968 0.893 2.167 -1.294 0.645 -0.247 0.1641
H 0.139 1.737 1.495 -0.769 0.245 -0.438 0.1341
H -2.419 2.064 -1.217 -0.224 0.865 -1.007 0.1031
H -1.913 2.512 0.381 0.113 -1.915 -1.273 0.1663
H -2.872 -0.616 -1.797 1.021 1.400 0.954 0.2033
H 1.444 -2.178 0.595 -0.690 1.006 -1.049 0.2329
H 1.632 -1.895 -1.062 0.961 0.311 -1.155 0.1771
H 0.572 -3.024 -0.445 -0.297 1.011 -0.546 0.2267
```
Forces are in eV/Å.

As for the total energy: -13195.0095 eV. The HOMO-LUMO gap comes out at 8.3 eV. The net charge is +2. For the relative energy (zero: lowest compared OMol25 entry of this formula, charge and spin), the calculation gives 366.9 kJ/mol. As for the structure (SMILES): C#[N+]/C=C1/N(N)C=NN1[NH3+].

***

(2)
# C4H8NO

The ion C4H8NO with charge +1 at a distorted geometry (wB97M-V/def2-TZVPD, the Open Molecules 2025 dataset).

Geometry as XYZ:
```
14
Properties=species:S:1:pos:R:3:forces:R:3:lowdin_charge:R:1
C 1.050 -1.540 -0.155 -1.723 1.969 -0.458 0.1405
C 0.611 -0.271 -0.118 -0.892 2.910 0.777 -0.1375
C 1.564 1.019 -0.066 -0.028 -3.735 0.050 -0.0122
C -1.000 -0.058 -0.004 2.341 -2.362 -0.173 -0.2189
N -1.827 0.943 0.213 -0.899 0.110 0.184 0.2301
O -1.584 -1.243 -0.110 1.872 0.890 -0.805 0.1486
H 0.310 -2.284 -0.265 -0.345 -1.055 0.189 0.0718
H 2.066 -1.798 -0.238 1.134 -0.095 0.067 0.0893
H 1.178 1.922 0.290 -0.846 1.162 0.676 0.0485
H 2.031 1.163 -1.003 -0.126 0.356 -1.490 0.0676
H 2.445 0.707 0.494 -0.273 0.174 0.658 0.0872
H -2.896 0.715 0.099 2.794 1.157 0.514 0.2112
H -1.509 1.832 0.647 -0.480 -0.807 -0.828 0.1690
H -2.440 -1.107 0.216 -2.530 -0.673 0.641 0.1049
```
Forces are in eV/Å.

As for the total energy: -7806.8631 eV. The HOMO-LUMO gap comes out at 9.9 eV. The net charge is +1. For the relative energy (zero: lowest compared OMol25 entry of this formula, charge and spin), the calculation gives 119.6 kJ/mol. As for the structure (SMILES): C=C(C)C(=[NH2+])O.

***

(3)
# C4H8NO

A cluster of 2 separate species, C4H8NO in total at a distorted geometry (wB97M-V/def2-TZVPD, the Open Molecules 2025 dataset).

Geometry as XYZ:
```
14
Properties=species:S:1:pos:R:3:forces:R:3:lowdin_charge:R:1
C 0.824 -1.656 0.643 -2.388 -1.565 2.278 -0.2832
C -0.007 -2.698 0.972 2.397 1.571 -0.244 0.0977
C 1.883 -0.704 0.950 -1.494 -0.830 0.194 -0.0075
C -1.815 2.058 -0.672 1.595 -2.551 -0.039 0.2062
N -0.675 1.667 -1.145 -2.145 -0.886 1.859 0.2208
O 0.805 -0.443 0.016 -0.859 0.181 -1.137 -0.0598
H -1.064 -2.773 0.804 -0.138 0.136 -0.855 0.0520
H 0.440 -3.559 1.488 -0.135 0.767 0.054 0.0731
H 2.775 -1.009 0.558 2.500 0.110 -1.275 0.0882
H 1.867 0.024 1.732 0.007 -0.258 0.840 0.1226
H -2.338 2.748 -1.309 -0.285 0.831 0.638 0.1262
H -2.191 1.508 0.199 -0.323 0.456 -0.430 0.1354
H -0.099 0.812 -1.006 -0.241 0.229 1.298 0.1316
H -0.375 2.242 -1.834 1.509 1.809 -3.183 0.0968
```
Forces are in eV/Å.

As for the total energy: -7804.5280 eV. The HOMO-LUMO gap comes out at 6.9 eV. The net charge is +1. For the relative energy (zero: lowest compared OMol25 entry of this formula, charge and spin), the calculation gives 344.9 kJ/mol.

***

(4)
# C4H8NO

A cluster of 2 separate species, C4H8NO in total at a distorted geometry (wB97M-V/def2-TZVPD, the Open Molecules 2025 dataset).

Geometry as XYZ:
```
14
Properties=species:S:1:pos:R:3:forces:R:3:lowdin_charge:R:1
C -0.314 -1.355 2.135 1.740 -2.432 -0.066 0.0539
C -0.450 0.728 -0.546 0.935 0.500 -1.860 -0.2130
C 0.326 -2.330 1.554 -1.424 5.434 1.356 0.1459
C -0.946 1.399 -1.786 3.239 -0.289 -0.245 0.0017
N 1.060 -0.938 1.643 0.901 -1.790 2.616 0.0980
O 0.725 0.682 -0.240 0.281 0.632 -0.182 0.0522
H -1.164 -0.988 2.706 0.494 0.214 -0.119 0.1389
H -1.117 0.187 0.060 -1.539 -0.611 1.005 0.1006
H 0.480 -3.101 0.915 0.457 -2.376 -1.402 0.0933
H -0.984 2.458 -1.582 0.297 0.541 -0.245 0.1022
H -1.887 1.101 -2.020 -2.925 -0.943 -0.538 0.0424
H -0.280 1.120 -2.678 -0.665 0.795 1.437 0.1408
H 0.964 -0.155 0.924 0.691 -0.443 -0.580 0.0357
H 1.955 -1.031 2.271 -2.481 0.769 -1.177 0.2075
```
Forces are in eV/Å.

As for the total energy: -7804.3647 eV. The HOMO-LUMO gap comes out at 10.5 eV. The net charge is +1. For the relative energy (zero: lowest compared OMol25 entry of this formula, charge and spin), the calculation gives 360.7 kJ/mol.

***

(5)
# C4H8NO

The ion C4H8NO with charge +1 at a distorted geometry (wB97M-V/def2-TZVPD, the Open Molecules 2025 dataset).

Geometry as XYZ:
```
14
Properties=species:S:1:pos:R:3:forces:R:3:lowdin_charge:R:1
C -0.147 1.090 1.297 0.097 -0.081 -0.041 -0.0496
C 0.862 0.341 0.437 0.323 0.844 0.721 -0.1722
N 0.182 -0.609 -0.449 1.921 -6.414 1.004 -0.0877
C -0.822 -0.206 -1.411 -0.959 0.028 -0.875 0.0150
C 0.511 -1.943 -0.261 0.175 -0.931 0.043 0.0800
O 0.813 -3.089 -0.086 -1.730 6.648 -1.013 0.3130
H -0.862 0.405 1.744 -0.030 -0.068 0.120 0.0924
H 0.386 1.598 2.098 -0.010 0.063 -0.020 0.0962
H -0.690 1.834 0.722 -0.036 0.069 -0.002 0.0817
H 1.427 1.034 -0.196 0.001 -0.221 0.029 0.1446
H 1.568 -0.211 1.062 -0.031 0.004 -0.139 0.1384
H -0.830 0.881 -1.415 0.058 -0.044 0.003 0.1117
H -0.584 -0.561 -2.414 0.090 0.029 0.120 0.1168
H -1.813 -0.565 -1.128 0.131 0.075 0.049 0.1194
```
Forces are in eV/Å.

As for the total energy: -7806.6815 eV. The HOMO-LUMO gap comes out at 10.6 eV. The net charge is +1. For the relative energy (zero: lowest compared OMol25 entry of this formula, charge and spin), the calculation gives 137.1 kJ/mol. As for the structure (SMILES): CC[N+](C)=C=O.

***

(6)
# C4H8NO2

A cluster of 2 separate species, C4H8NO2 in total at a distorted geometry (wB97M-V/def2-TZVPD, the Open Molecules 2025 dataset).

Geometry as XYZ:
```
15
Properties=species:S:1:pos:R:3:forces:R:3:lowdin_charge:R:1
C -0.725 -0.399 -1.313 -0.412 -1.046 0.003 -0.0433
C -1.389 -0.377 0.105 -0.333 -0.338 1.631 -0.6253
C -0.423 -0.871 1.196 -0.038 0.791 0.088 -0.0856
N -2.378 -1.283 -0.186 0.486 0.421 -1.102 0.1628
C 2.289 1.623 0.036 -0.468 -0.278 1.500 -0.7165
O 2.894 2.548 0.604 0.217 0.408 -0.426 -0.1439
O 2.568 0.405 0.018 -0.101 -0.170 -0.687 -0.1537
H 0.307 -0.733 -1.187 -0.168 -0.001 0.060 0.0809
H -0.754 0.547 -1.821 -0.298 0.434 0.108 0.0727
H -1.297 -1.131 -1.896 0.278 -0.107 -0.498 0.0578
H -1.765 0.641 0.344 0.285 -0.081 -0.190 0.1187
H -0.962 -1.148 2.100 -0.226 -0.030 0.011 0.0576
H 0.199 -1.710 0.895 -0.020 0.071 -0.220 0.0761
H 0.188 -0.009 1.434 0.589 -0.062 0.180 0.0612
H 1.248 1.899 -0.329 0.209 -0.012 -0.458 0.0806
```
Forces are in eV/Å.

As for the total energy: -9859.8175 eV. The HOMO-LUMO gap comes out at 6.2 eV. The net charge is -1. For the relative energy (zero: lowest compared OMol25 entry of this formula, charge and spin), the calculation gives 479.5 kJ/mol.

***

(7)
# C4H8NO2

The ion C4H8NO2 with charge -1 at a distorted geometry (wB97M-V/def2-TZVPD, the Open Molecules 2025 dataset).

Geometry as XYZ:
```
15
Properties=species:S:1:pos:R:3:forces:R:3:lowdin_charge:R:1
N 0.275 -1.701 0.454 -3.345 0.978 0.864 0.0612
C -0.399 -0.489 -0.094 1.405 0.748 0.435 -0.4289
C -1.817 -0.584 0.218 -2.510 -1.497 0.946 -0.2619
O -2.420 -1.559 0.694 1.095 1.548 -0.785 -0.0127
C 0.060 0.977 0.290 -0.223 -0.454 0.626 -0.1518
C 1.519 1.219 -0.415 1.138 1.733 2.662 -0.5390
O 1.974 2.473 -0.140 -0.326 -0.986 -0.254 -0.4206
H -0.500 -2.309 0.187 0.416 -0.997 0.896 0.0476
H 1.061 -2.123 0.070 1.867 0.362 -1.331 0.0287
H -0.382 -0.520 -1.167 0.095 0.232 -1.166 0.1276
H -2.399 0.330 -0.021 0.111 -0.146 -0.016 0.1161
H -0.749 1.783 -0.101 1.960 -1.864 0.710 0.1266
H 0.008 1.008 1.494 0.674 0.260 -2.707 0.1387
H 1.461 1.110 -1.526 -0.529 -0.867 0.226 0.0665
H 2.310 0.386 0.059 -1.827 0.950 -1.105 0.1020
```
Forces are in eV/Å.

As for the total energy: -9860.6652 eV. The HOMO-LUMO gap comes out at 6.1 eV. The net charge is -1. For the relative energy (zero: lowest compared OMol25 entry of this formula, charge and spin), the calculation gives 397.7 kJ/mol. As for the structure (SMILES): N[C@@H](C=O)CC[O-].

***

(8)
# C4H8NO2

A cluster of 2 separate species, C4H8NO2 in total (wB97M-V/def2-TZVPD, the Open Molecules 2025 dataset).

Geometry as XYZ:
```
15
Properties=species:S:1:pos:R:3:forces:R:3:lowdin_charge:R:1
O -2.243 -0.717 -1.389 -0.061 0.094 0.184 -0.1384
C -2.039 -1.880 -0.986 0.146 -0.096 -0.524 -0.6892
O -0.993 -2.385 -0.525 -0.052 -0.018 0.185 -0.1539
H -2.904 -2.592 -1.122 -0.033 0.002 0.171 0.0794
C -0.638 1.450 0.679 -0.460 0.179 0.077 -0.1258
C 0.415 0.389 0.505 0.396 0.110 -0.296 -0.3080
C 2.640 0.243 -0.155 0.069 0.174 -0.180 -0.1109
N 1.574 0.903 -0.241 -0.211 -0.051 0.102 -0.0309
H -1.485 1.047 1.240 0.051 -0.028 -0.068 0.0685
H -0.292 2.349 1.194 0.210 -0.034 0.041 0.0533
H -1.019 1.737 -0.299 -0.030 0.006 -0.034 0.0633
H -0.011 -0.429 -0.081 -0.070 -0.102 0.038 0.0763
H 0.754 -0.021 1.460 -0.028 -0.068 0.142 0.1017
H 2.736 -0.656 0.459 0.044 -0.115 0.079 0.0672
H 3.504 0.562 -0.739 0.030 -0.052 0.081 0.0475
```
Forces are in eV/Å.

As for the total energy: -9863.4337 eV. The HOMO-LUMO gap comes out at 8.0 eV. The net charge is -1. For the relative energy (zero: lowest compared OMol25 entry of this formula, charge and spin), the calculation gives 130.5 kJ/mol.

***

Question: Which of these has the lowest total energy?
Answer: C4H8N6